Here is a 10-piece molecular cluster, C40H106N6O12 overall at a distorted geometry from OMol25. Energies are from the ωB97M-V functional and the def2-TZVPD basis.

HOMO-LUMO gap = 9.02 eV
energy relative to the best compared isomer or geometry (same formula, charge and spin) = 3.0960 eV
SMILES = COC[C@H](C)N.COC[C@H](C)N.COC[C@H](C)N.COC[C@H](C)N.COCCNCCOC.COCCNCCOC.CC(C)O.CC(C)O.CC(C)O.CC(C)O
E_HOMO = -8.589 eV
LUMO level = 0.44 eV

Structure (XYZ):
```
164
Properties=species:S:1:pos:R:3:forces:R:3:mulliken_charge:R:1
C 5.470660 17.213250 18.536940 -0.5 -0.7 0.7 -0.78
O 4.305880 17.915930 18.176820 0.0 1.1 -1.3 -0.07
C 4.373470 18.404450 16.802250 0.1 0.7 0.6 -0.92
C 3.392000 19.558970 16.600140 -0.9 -0.9 -0.1 0.40
N 1.992870 19.079920 16.566840 0.6 -0.7 0.5 -0.30
C 0.992870 20.091810 16.637170 -1.3 1.2 0.2 1.20
C -0.338540 19.537260 16.139600 -0.2 -1.0 -1.7 -0.92
O -1.537140 20.214570 16.393710 -1.0 0.8 0.1 -0.15
C -2.659020 19.697630 15.617750 0.8 0.7 1.4 -0.92
H 5.502800 16.312420 17.924100 0.6 -0.1 -0.1 0.42
H 5.386140 16.923690 19.584380 -0.4 -0.2 0.0 0.07
H 6.397230 17.786020 18.575570 0.0 0.3 -0.8 0.24
H 4.255440 17.616390 16.058530 -0.3 -0.3 0.2 0.46
H 5.350220 18.847970 16.609010 0.4 -0.1 0.2 0.31
H 3.513380 20.030160 15.624770 0.6 0.0 -0.1 0.28
H 3.609300 20.304750 17.364780 -0.2 0.1 0.2 -0.38
H 1.818500 18.476370 17.357670 0.3 -0.4 0.1 0.38
H 1.315430 20.945390 16.040970 -0.2 0.1 -0.2 -0.50
H 0.796770 20.473700 17.639070 0.3 0.2 0.5 -0.51
H -0.460570 18.514590 16.496450 0.3 -0.4 0.2 0.36
H -0.276650 19.477450 15.053010 0.4 -0.4 -0.3 0.39
H -2.755490 18.639510 15.860990 -0.1 -0.2 -0.6 0.37
H -2.602850 19.955280 14.560120 0.5 -0.4 -0.2 0.35
H -3.558890 20.202920 15.968490 0.1 0.0 0.3 0.24
C -0.050800 14.025880 23.217730 0.9 -0.9 0.0 -0.77
O 0.366830 15.359270 23.283530 0.5 0.8 -0.5 -0.29
C 1.565790 15.568010 22.524920 0.4 0.9 0.1 -0.86
C 2.098770 17.012270 22.563130 -1.6 -0.1 0.0 -0.05
N 1.168980 17.940730 21.866140 0.4 -0.7 0.0 -0.40
C 1.625900 19.313540 21.858180 -0.2 0.0 -0.8 0.54
C 0.711660 20.214460 21.004640 0.6 0.8 0.5 -0.53
O -0.454560 20.572670 21.717180 0.3 -0.7 1.0 -0.44
C -1.492870 21.022870 20.914000 -0.4 -0.6 -0.4 -0.64
H -0.245530 13.645600 22.214950 -0.4 0.4 -0.4 0.32
H -0.898220 13.796160 23.863640 0.0 0.5 0.0 0.25
H 0.801340 13.418810 23.523380 0.0 -0.4 0.4 0.32
H 1.438770 15.301580 21.475640 -0.4 -0.1 -0.1 0.36
H 2.427830 15.000220 22.875070 -0.2 -0.7 0.5 0.42
H 3.093510 16.961850 22.120370 -0.1 0.3 -0.6 0.19
H 2.289950 17.320020 23.591160 -0.1 0.0 0.4 0.10
H 0.272290 17.941510 22.330940 -0.2 -0.4 0.2 0.31
H 2.607660 19.270950 21.386560 0.2 0.4 0.0 -0.10
H 1.719760 19.674990 22.882210 0.1 0.6 0.1 0.01
H 0.530300 19.812450 20.007840 -0.5 -0.8 0.1 0.21
H 1.180260 21.165150 20.750290 0.7 0.2 0.2 0.21
H -2.397970 21.159740 21.505750 0.2 0.1 0.2 0.31
H -1.693550 20.220900 20.203600 -0.3 0.2 -0.5 0.32
H -1.246710 21.949150 20.394870 0.0 0.2 -0.2 0.20
C 3.288400 27.346620 12.991680 -0.1 -0.5 0.4 -1.42
C 4.063140 28.271400 13.901130 -0.4 -0.4 -0.9 0.57
C 4.329640 27.735260 15.343480 -0.1 0.6 -0.2 -0.73
O 3.148920 27.407170 16.059700 0.1 1.0 -0.7 -0.39
C 3.265530 26.891420 17.376350 -0.1 -0.5 -0.9 -0.48
N 5.366940 28.483020 13.265000 0.6 -0.1 1.0 -0.79
H 3.826980 26.399220 13.013340 -0.3 -0.2 -0.2 0.25
H 3.262720 27.699390 11.960670 0.2 0.2 0.0 0.42
H 2.249720 27.233070 13.302100 0.1 -0.2 0.2 0.30
H 3.596060 29.253130 13.822740 -0.7 0.0 1.1 0.32
H 4.904530 28.539460 15.802690 -0.1 0.4 0.7 0.31
H 5.052300 26.919290 15.350880 -0.2 -0.5 -0.5 0.39
H 3.705110 25.898440 17.282120 0.1 -0.2 0.5 0.08
H 2.229130 26.822020 17.706730 0.2 -0.1 0.3 0.21
H 3.837040 27.481930 18.092440 0.2 0.4 -0.2 0.45
H 5.728480 29.219240 13.854380 0.9 0.3 -0.3 0.26
H 5.241130 28.895160 12.351540 -0.1 0.0 -0.1 0.26
C 2.733500 20.253550 25.842870 -0.6 -0.2 -0.1 -1.51
C 4.132950 20.557100 25.301830 0.3 0.1 -0.5 1.17
C 4.293040 22.071850 25.015530 -1.9 -1.0 -0.1 -0.97
O 3.343300 22.410400 23.999900 0.9 1.0 -0.3 -0.20
C 3.623390 23.743610 23.553370 0.4 -0.4 0.5 -1.04
N 5.142500 20.139420 26.267090 -0.2 0.2 0.7 -0.70
H 2.452000 19.201630 25.794870 0.6 -0.3 0.0 0.31
H 1.944260 20.721700 25.254640 0.2 0.4 -0.1 0.30
H 2.590310 20.526460 26.888390 0.3 0.3 0.0 0.38
H 4.249290 19.980080 24.384440 0.1 0.1 -0.2 -0.28
H 5.295140 22.437880 24.792110 0.2 -0.4 -0.3 0.42
H 3.971260 22.547800 25.941830 0.1 0.4 0.3 0.50
H 3.673890 24.418380 24.407910 -0.6 0.3 0.2 0.46
H 2.924250 24.083140 22.789150 -0.1 -0.2 0.2 0.34
H 4.644030 23.807920 23.176180 0.2 -0.2 -0.5 0.29
H 6.096660 20.059090 25.945830 -0.1 0.0 -0.7 0.25
H 5.167630 20.926400 26.899650 0.2 -0.1 0.8 0.31
C 7.537870 26.538850 17.843380 0.4 0.0 1.4 -1.36
C 8.112530 26.231680 19.283340 -1.0 0.9 0.1 0.08
C 6.969560 25.946480 20.328350 -0.6 1.8 -0.3 0.21
O 6.280600 27.216540 20.614990 0.9 0.0 -1.1 -0.44
C 5.136660 27.165400 21.445570 0.2 -1.1 -0.7 -0.60
N 9.019740 25.114270 19.244290 0.2 -1.5 -0.1 -0.68
H 6.990960 25.684370 17.444810 0.0 -0.1 0.1 0.14
H 8.332850 26.801380 17.145380 0.1 -0.1 0.1 0.53
H 6.864050 27.393230 17.907320 0.0 -0.1 0.0 0.31
H 8.732380 27.040670 19.669920 -0.7 0.8 -0.2 0.44
H 7.301780 25.588160 21.302690 0.5 -0.4 -0.1 0.53
H 6.277400 25.229580 19.886680 -0.2 -0.1 0.0 -0.51
H 4.401780 26.512750 20.974290 -0.2 -0.6 0.3 0.12
H 4.594380 28.109420 21.498850 0.8 0.4 0.1 0.33
H 5.454640 26.793680 22.419640 -0.5 0.0 0.3 0.32
H 9.741990 25.253380 18.552110 0.0 0.1 -0.3 0.25
H 9.518060 25.029330 20.118680 0.0 0.0 0.3 0.24
C 9.048970 17.882500 20.217960 -0.8 0.8 0.2 -1.20
C 8.753430 18.511210 21.633410 -1.0 0.3 -2.2 1.23
C 7.420990 18.146140 22.285500 -0.6 0.2 -1.5 -1.14
O 6.287720 18.456090 21.449400 -0.1 0.8 0.1 0.03
C 5.858130 19.847460 21.451800 0.6 -1.0 0.6 -0.23
N 9.854050 18.227160 22.454890 1.9 -1.1 1.5 -0.72
H 8.648310 18.462200 19.386380 -0.6 0.2 0.3 0.10
H 8.616250 16.889110 20.099530 0.3 -0.2 0.2 0.39
H 10.107220 17.935970 19.962280 0.2 -0.4 0.6 0.49
H 8.691570 19.590430 21.493560 0.1 0.3 -0.1 -0.22
H 7.376810 18.721280 23.210350 -0.2 -0.2 0.4 0.28
H 7.340250 17.070160 22.439920 0.1 0.0 0.3 0.33
H 6.629560 20.511690 21.062190 0.0 0.0 -0.2 0.20
H 5.641210 20.137550 22.479850 0.0 0.2 0.2 0.41
H 4.931190 19.960710 20.889600 0.2 -0.3 -0.2 -0.41
H 9.641390 18.078890 23.431050 -0.4 0.5 0.3 0.27
H 10.240430 17.324310 22.218920 0.3 -0.1 -0.4 0.27
C 4.184610 23.347610 13.986410 0.5 -0.5 1.6 -0.91
C 2.757900 23.063670 13.576600 1.5 0.2 -0.8 1.11
C 1.796020 24.199890 13.750570 -0.5 0.4 1.0 -1.52
O 2.927900 22.830690 12.175140 -1.1 -0.5 -0.1 -0.64
H 4.870450 22.562540 13.667970 -0.2 0.0 -0.8 0.41
H 4.332540 23.211280 15.057690 -0.3 0.7 0.5 -0.16
H 4.558760 24.324850 13.681280 -0.1 -0.1 -0.1 0.28
H 2.376910 22.177620 14.084410 0.1 -0.3 0.0 -0.11
H 1.884780 24.943310 12.958390 0.2 0.0 0.2 0.55
H 1.958730 24.639110 14.734800 0.2 0.5 0.0 0.17
H 0.752560 23.892080 13.818100 -0.1 -0.3 -0.4 0.47
H 2.009980 22.878570 11.898140 0.0 -0.2 -1.0 0.37
C 9.602110 21.436990 18.976390 -0.3 -0.5 -1.0 -1.19
C 8.360110 21.893280 18.151790 1.9 -0.4 0.5 0.30
C 7.513610 20.721390 17.675910 -0.4 1.2 -0.9 -0.50
O 7.600230 22.713880 18.957380 -2.1 0.0 1.2 0.00
H 10.338650 20.955500 18.333140 -0.2 -0.5 -0.2 0.40
H 9.201060 20.719080 19.691840 0.5 0.1 0.3 -0.09
H 10.210830 22.214740 19.437530 -0.6 0.4 0.3 0.41
H 8.703020 22.551860 17.353800 0.1 -0.5 -0.8 0.54
H 7.865040 20.422070 16.688490 0.2 -0.6 0.2 0.60
H 6.540030 21.156880 17.451000 -0.3 0.0 0.1 -0.14
H 7.339530 19.905780 18.377750 0.4 0.1 0.0 -0.20
H 8.084880 23.532200 19.087950 0.6 0.9 0.2 -0.27
C -1.063330 23.276470 16.585860 0.2 -0.1 0.3 -0.07
C -1.454070 24.374390 17.564320 1.0 1.3 0.0 0.46
C -0.293390 25.359620 17.928010 0.3 -1.3 0.1 -1.07
O -2.511510 25.160430 17.058660 -0.7 0.0 -0.2 -0.61
H -0.672620 23.681320 15.652290 0.0 0.2 0.0 -0.13
H -1.884900 22.600660 16.348340 0.0 0.2 0.2 0.25
H -0.275900 22.657020 17.015200 0.1 -0.1 0.1 -0.18
H -1.768250 23.955510 18.520320 -0.4 -0.2 -0.1 0.04
H 0.290910 24.826140 18.677740 0.3 0.3 0.2 0.29
H -0.618470 26.316670 18.336020 -0.3 -0.2 0.1 0.43
H 0.405990 25.573110 17.119690 -0.2 -0.1 -0.4 0.20
H -2.091460 25.858230 16.550480 -0.2 0.1 -0.2 0.38
C 4.330990 22.961340 20.218260 -0.5 0.2 1.0 -0.85
C 4.195840 22.623850 18.745800 -0.8 -0.8 1.6 1.92
C 2.795590 22.749010 18.210430 -0.5 0.3 -0.2 0.45
O 5.029790 23.482120 18.072080 0.5 0.5 -1.4 0.35
H 4.222640 24.032470 20.388670 -0.4 0.2 -0.1 -0.31
H 5.310640 22.749160 20.646470 0.3 -0.3 -0.4 0.25
H 3.617120 22.430300 20.847930 -0.2 0.0 0.0 0.40
H 4.489590 21.575240 18.698730 0.4 -0.3 -0.5 -1.15
H 2.045970 22.187000 18.767500 0.1 0.1 0.5 -0.37
H 2.665800 22.361180 17.200070 0.5 0.2 -0.2 -0.17
H 2.539810 23.808520 18.199940 -0.2 0.1 0.0 0.08
H 5.888170 23.300040 18.461470 1.0 0.1 -0.2 -0.52
```
Positions in Å, forces in eV/Å.